The following is a quantum chemistry calculation of an isolated molecule of C4H9N3S at a distorted geometry, from the Open Molecules 2025 dataset.

Calculated values
**SMILES**: CSC(/C=N\N)=C/N
**E_HOMO**: -7.82 eV
**E_LUMO**: 0.8 eV
**HOMO-LUMO gap**: 8.6484 eV
**ΔE to the lowest compared entry with this formula, charge and spin**: 67.9 kcal/mol

Each line ends with the Mulliken charge.
Cartesian coordinates (Å):
C  -2.46  -0.73  0.62  -0.823
C  -0.44  0.50  -0.53  -0.093
C  0.24  1.62  -0.21  -0.178
C  0.05  -0.71  -1.05  -0.255
H  -2.03  -0.51  1.66  0.265
H  -3.49  -1.23  0.61  0.338
H  -1.84  -1.55  0.26  0.272
H  -0.21  2.48  0.14  0.449
H  2.27  0.91  0.14  0.296
H  1.98  2.82  0.06  0.238
H  -0.44  -1.17  -1.88  0.479
H  2.54  -1.78  0.35  0.262
H  1.39  -0.63  1.09  0.273
N  1.66  1.72  -0.08  -0.423
N  1.04  -1.41  -0.79  -0.493
N  1.89  -0.96  0.18  -0.477
S  -2.16  0.61  -0.57  -0.132